(1)
Formula: C4H8O2
Source: the OMol25 dataset
Level of theory: wB97M-V/def2-TZVPD

```
14
Properties=species:S:1:pos:R:3:lowdin_charge:R:1
O -2.969 -0.927 0.532 -0.44
C -1.705 -0.622 0.838 -0.58
C -0.542 -0.424 -0.336 -0.23
C 0.778 0.047 0.173 -0.32
C 1.596 0.906 -0.811 -0.66
O 2.566 1.650 -0.296 -0.39
H -1.358 -1.480 1.620 0.07
H -1.808 0.313 1.354 0.04
H -0.585 -1.402 -0.926 0.10
H -1.125 0.325 -0.755 0.04
H 1.597 -0.670 0.610 0.11
H 0.864 0.751 1.072 0.10
H 2.007 0.047 -1.603 0.07
H 0.683 1.486 -1.470 0.09
```

Output
HOMO: 0.93 eV
SMILES string: [O-]CCCC[O-]
Energy relative to the best compared isomer or geometry (same formula, charge and spin): 37.2 kcal per mole
Spin multiplicity: 1
Total charge: -2
HOMO-LUMO gap: 6.54 eV
Total energy: -307.48871 Eh

***

(2)
Formula: C8H4BrNO4
Source: the OMol25 dataset
Level of theory: wB97M-V/def2-TZVPD

```
18
Properties=species:S:1:pos:R:3:lowdin_charge:R:1
C -2.467 -0.144 -0.329 -0.07
C -2.124 1.101 0.084 -0.07
C -1.532 -1.112 -0.570 0.02
C -0.806 1.509 0.022 -0.01
C -0.184 -0.746 -0.520 -0.17
C 0.157 0.514 -0.252 0.04
C 0.857 -1.780 -0.588 -0.33
C 2.166 0.157 -0.177 -0.76
N 2.167 0.532 1.250 -0.42
O 0.734 -2.953 -0.712 0.20
O 2.566 1.574 1.599 0.09
O 1.690 -0.347 1.994 0.08
O 2.115 -1.109 -0.468 0.02
Br 3.256 1.204 -1.263 0.90
H -3.533 -0.334 -0.331 0.12
H -2.852 1.791 0.264 0.09
H -1.751 -2.201 -0.634 0.14
H -0.460 2.343 0.630 0.12
```

Output
HOMO: -10.32 eV
Energy relative to the best compared isomer or geometry (same formula, charge and spin): 46.2 kcal per mole
Spin multiplicity: 1
Total charge: 0
HOMO-LUMO gap: 9.84 eV
Total energy: -3236.80834 Eh

***

(3)
Formula: C5H9ClO2S
Source: the OMol25 dataset
Level of theory: wB97M-V/def2-TZVPD

```
18
Properties=species:S:1:pos:R:3:lowdin_charge:R:1
C 0.217 2.718 -3.069 -0.07
C -0.451 1.610 -2.935 -0.63
C -0.865 -2.008 1.941 -0.08
C 1.519 -1.240 1.986 -0.10
C 0.091 -1.204 2.438 -0.26
O -0.585 1.206 0.522 -0.44
O -0.435 -0.685 -0.962 -0.46
S -1.285 0.113 -0.107 0.75
Cl -2.034 1.677 -2.294 0.64
H -0.166 3.726 -2.911 0.06
H 1.125 2.793 -3.690 0.07
H -0.623 -2.863 1.221 0.10
H -0.113 0.644 -3.258 0.07
H -1.868 -2.050 2.249 0.03
H 2.079 -1.765 2.636 0.02
H 1.931 -0.244 1.876 0.08
H 1.550 -1.817 0.991 0.11
H -0.086 -0.612 3.367 0.12
```

Output
HOMO: -9.66 eV
Energy relative to the best compared isomer or geometry (same formula, charge and spin): 42.3 kcal per mole
Spin multiplicity: 1
Total charge: 0
HOMO-LUMO gap: 9.34 eV
Total energy: -1204.68133 Eh

***

(4)
Formula: C11H10N3O7V
Source: the OMol25 dataset
Level of theory: wB97M-V/def2-TZVPD

```
32
Properties=species:S:1:pos:R:3:lowdin_charge:R:1
V -0.224 -0.399 0.678 1.20
N 1.280 -1.770 1.270 -0.01
C 2.349 -1.621 0.247 -0.09
C 1.652 -1.504 -1.096 -0.45
O 2.047 -1.990 -2.114 0.16
N 0.447 -0.781 -0.985 -0.07
C -0.615 -1.077 -1.936 -0.06
C -1.765 -1.701 -1.126 -0.47
O -2.737 -2.205 -1.558 0.20
O -1.536 -1.532 0.239 -0.14
H 1.646 -1.597 2.202 0.13
H 0.918 -2.722 1.261 0.14
H 3.041 -2.460 0.232 0.14
H 2.902 -0.704 0.453 0.14
H -0.268 -1.754 -2.717 0.14
H -1.008 -0.179 -2.415 0.15
O -1.483 1.125 0.254 -0.03
C -1.624 2.223 0.825 -0.07
C -0.794 2.715 1.875 -0.10
C -1.112 3.937 2.488 0.09
C -0.295 4.407 3.477 -0.11
C 0.848 3.715 3.877 0.06
C 1.179 2.522 3.273 0.04
C 0.361 2.003 2.269 -0.26
O 0.690 0.865 1.664 -0.16
N -0.628 5.687 4.135 -0.35
O -1.630 6.252 3.757 0.11
O 0.120 6.063 5.008 0.11
H -2.447 2.855 0.480 0.16
H -1.987 4.502 2.195 0.14
H 1.463 4.136 4.660 0.14
H 2.068 1.979 3.561 0.13
```

Output
HOMO (alpha / beta): -13.26 / -13.38 eV
Energy relative to the best compared isomer or geometry (same formula, charge and spin): 0.0 kcal per mole
Spin multiplicity: 2
Total charge: +1
HOMO-LUMO gap (alpha / beta): 7.61 / 8.14 eV
Expectation value of S²: 0.765
Total energy: -2059.88637 Eh

***

(5)
Formula: C48H39F5FeN2O4PSe
Source: the OMol25 dataset
Level of theory: wB97M-V/def2-TZVPD

```
101
Properties=species:S:1:pos:R:3:lowdin_charge:R:1
Fe -0.065 0.431 0.866 0.29
O 0.063 1.758 -0.944 -0.07
C -0.292 1.096 -2.162 -0.28
C -0.132 -0.430 -1.861 -0.60
O -0.342 -1.226 -2.766 0.04
O 0.238 -0.724 -0.679 -0.10
C -1.726 1.469 -2.570 -0.13
C -2.456 0.691 -3.464 -0.03
C -3.734 1.071 -3.842 -0.07
C -4.306 2.231 -3.340 -0.09
C -3.583 3.011 -2.452 -0.08
C -2.302 2.634 -2.077 -0.02
C 0.638 1.543 -3.304 -0.16
C 0.633 0.854 -4.519 -0.02
C 1.411 1.283 -5.580 -0.06
C 2.202 2.420 -5.465 -0.09
C 2.213 3.112 -4.268 -0.09
C 1.447 2.670 -3.196 -0.06
H 0.318 2.666 -1.121 0.07
H -2.033 -0.233 -3.829 0.11
H -4.291 0.447 -4.530 0.10
H -5.308 2.520 -3.632 0.10
H -4.018 3.911 -2.036 0.10
H -1.773 3.244 -1.357 0.10
H 0.036 -0.040 -4.612 0.11
H 1.395 0.724 -6.508 0.10
H 2.801 2.760 -6.300 0.10
H 2.834 3.991 -4.151 0.11
H 1.537 3.226 -2.271 0.11
C 0.561 2.104 3.380 -0.08
N -0.262 2.133 2.162 -0.28
C 0.081 3.364 1.432 -0.07
C -1.698 2.212 2.550 -0.14
C -2.580 1.550 1.526 -0.24
C -3.949 1.797 1.541 -0.06
C -4.784 1.133 0.657 -0.10
C -4.230 0.228 -0.240 -0.09
C -2.861 -0.006 -0.239 -0.12
C -1.981 0.646 0.637 -0.17
H 0.301 2.941 4.040 0.10
H 1.614 2.191 3.121 0.08
H 0.402 1.169 3.916 0.07
H 0.079 4.222 2.114 0.10
H -0.666 3.536 0.659 0.08
H 1.070 3.271 0.981 0.09
H -1.973 3.268 2.676 0.13
H -1.820 1.742 3.529 0.11
H -4.365 2.510 2.247 0.11
H -5.850 1.326 0.658 0.10
H -4.866 -0.285 -0.954 0.10
H -2.463 -0.705 -0.967 0.10
O 2.822 1.101 0.858 -0.09
N 2.006 0.227 1.571 -0.03
C 2.626 -0.650 2.245 -0.06
C 2.041 -1.619 3.194 -0.20
C 2.984 -2.209 4.042 -0.04
C 2.609 -3.147 4.986 -0.07
C 1.277 -3.524 5.072 -0.06
C 0.342 -2.950 4.228 -0.07
C 0.693 -1.981 3.289 -0.29
P -0.596 -1.330 2.136 1.14
C -0.802 -2.844 1.114 -0.29
C 0.325 -3.633 0.882 -0.08
C 0.278 -4.709 0.012 -0.07
C -0.901 -5.024 -0.646 -0.08
C -2.025 -4.245 -0.431 -0.07
C -1.974 -3.161 0.432 -0.08
C -1.998 -1.174 3.316 -0.31
C -1.719 -0.620 4.568 -0.13
C -2.730 -0.337 5.473 -0.08
C -4.051 -0.605 5.143 -0.08
C -4.341 -1.165 3.909 -0.07
C -3.327 -1.444 3.004 -0.07
H 3.705 0.704 0.776 0.07
H 3.718 -0.667 2.195 0.14
H 4.026 -1.927 3.953 0.11
H 3.351 -3.588 5.637 0.11
H 0.966 -4.272 5.790 0.11
H -0.692 -3.266 4.291 0.12
H 1.264 -3.407 1.369 0.10
H 1.171 -5.296 -0.160 0.10
H -0.938 -5.862 -1.329 0.10
H -2.947 -4.463 -0.954 0.11
H -2.852 -2.545 0.524 0.07
H -0.694 -0.424 4.860 0.09
H -2.482 0.088 6.437 0.10
H -4.846 -0.379 5.841 0.10
H -5.366 -1.375 3.632 0.11
H -3.601 -1.854 2.047 0.08
F 8.196 -0.599 -5.476 0.14
C 7.116 -0.466 -4.715 -0.13
C 6.605 0.795 -4.456 -0.14
F 7.205 1.868 -4.971 0.13
C 5.485 0.924 -3.658 -0.25
F 5.047 2.156 -3.417 0.09
C 4.836 -0.185 -3.107 -0.49
Se 3.288 0.000 -2.066 1.07
C 5.385 -1.441 -3.388 -0.26
F 4.834 -2.545 -2.895 0.09
C 6.508 -1.589 -4.177 -0.14
F 7.013 -2.796 -4.430 0.13
```

Output
HOMO (alpha / beta): -7.43 / -7.43 eV
Energy relative to the best compared isomer or geometry (same formula, charge and spin): 0.0 kcal per mole
Spin multiplicity: 2
Total charge: 0
HOMO-LUMO gap (alpha / beta): 7.14 / 5.24 eV
Expectation value of S²: 0.764
Total energy: -6768.70502 Eh

***

(6)
Formula: C9H14O
Source: the OMol25 dataset
Level of theory: wB97M-V/def2-TZVPD

```
24
Properties=species:S:1:pos:R:3:lowdin_charge:R:1
C 0.794 1.681 0.179 -0.16
C 1.441 1.096 1.455 -0.05
C -0.417 1.034 -0.371 -0.10
C -1.307 0.270 0.449 0.03
C -0.836 1.346 -1.708 0.03
C -2.515 -0.140 -0.033 0.00
C -2.024 0.909 -2.195 -0.01
C -2.845 0.081 -1.389 0.06
H 0.510 2.728 0.368 0.16
H 1.524 1.719 -0.637 0.14
H 1.619 1.908 2.148 0.08
H -1.133 0.217 1.516 0.13
H -0.188 1.993 -2.290 0.14
H -3.183 -0.664 0.630 0.13
H -2.305 1.119 -3.219 0.13
H -3.695 -0.419 -1.835 0.14
H 2.379 0.645 1.145 0.08
H 0.854 0.346 1.963 0.06
C 1.877 -2.780 0.978 -0.16
O 2.361 -1.924 -0.050 -0.13
H 1.854 -2.099 -0.860 0.08
H 2.335 -3.772 0.927 0.08
H 2.097 -2.334 1.941 0.08
H 0.802 -2.959 0.886 0.07
```

Output
HOMO (alpha / beta): -13.26 / -13.26 eV
Energy relative to the best compared isomer or geometry (same formula, charge and spin): 27.3 kcal per mole
Spin multiplicity: 2
Total charge: +1
HOMO-LUMO gap (alpha / beta): 8.93 / 5.17 eV
Expectation value of S²: 0.768
Total energy: -426.23272 Eh

***

Question: Look up the total energy of the first one.
Answer: -307.48871 Eh

***

Question: What is the formula in the first record?
Answer: C4H8O2

***

What did the third record say?
Formula: C5H9ClO2S
Source: the OMol25 dataset
Level of theory: wB97M-V/def2-TZVPD

```
18
Properties=species:S:1:pos:R:3:lowdin_charge:R:1
C 0.217 2.718 -3.069 -0.07
C -0.451 1.610 -2.935 -0.63
C -0.865 -2.008 1.941 -0.08
C 1.519 -1.240 1.986 -0.10
C 0.091 -1.204 2.438 -0.26
O -0.585 1.206 0.522 -0.44
O -0.435 -0.685 -0.962 -0.46
S -1.285 0.113 -0.107 0.75
Cl -2.034 1.677 -2.294 0.64
H -0.166 3.726 -2.911 0.06
H 1.125 2.793 -3.690 0.07
H -0.623 -2.863 1.221 0.10
H -0.113 0.644 -3.258 0.07
H -1.868 -2.050 2.249 0.03
H 2.079 -1.765 2.636 0.02
H 1.931 -0.244 1.876 0.08
H 1.550 -1.817 0.991 0.11
H -0.086 -0.612 3.367 0.12
```

Output
HOMO: -9.66 eV
Energy relative to the best compared isomer or geometry (same formula, charge and spin): 42.3 kcal per mole
Spin multiplicity: 1
Total charge: 0
HOMO-LUMO gap: 9.34 eV
Total energy: -1204.68133 Eh